1.
{
  "formula": "C10H16",
  "method": "the ωB97M-V functional and the def2-TZVPD basis",
  "species": ["C", "C", "C", "C", "C", "C", "C", "H", "H", "H", "H", "H", "H", "H", "H", "C", "C", "C", "H", "H", "H", "H", "H", "H", "H", "H"],
  "coordinates": [[2.5830, 0.3488, 1.1739], [1.7072, -0.7625, 0.6035], [0.5079, -0.9427, 1.2012], [-0.3633, -2.0240, 0.9633], [-0.1249, -2.7146, -0.2539], [0.9580, -2.3829, -0.9985], [1.9774, -1.4879, -0.5635], [2.4470, 1.0235, 0.3638], [3.5965, 0.0743, 1.2738], [2.3165, 0.8507, 2.0547], [0.1749, -0.1241, 1.8724], [-1.2563, -2.2685, 1.5331], [-0.8509, -3.5670, -0.6145], [0.9271, -2.8914, -1.9869], [2.9243, -1.5817, -1.1271], [-1.5438, 1.0242, -1.5014], [-1.6002, 2.3439, -0.7491], [-1.5226, 1.9275, 0.7368], [-2.4829, 0.6363, -1.8556], [-0.8708, 1.0796, -2.3403], [-1.2503, 0.1148, -0.8753], [-2.5565, 2.7365, -1.0936], [-0.8413, 3.0678, -1.1643], [-1.3219, 0.8985, 0.9267], [-2.5332, 2.0513, 1.0398], [-1.0006, 2.5693, 1.3810]],
  "forces_ev_per_a": [[-0.56, -0.97, -2.25], [1.56, 0.10, -0.34], [-3.04, -0.28, 2.04], [0.56, 0.29, -1.87], [-2.50, -1.34, 1.52], [1.11, -0.15, -1.59], [-0.64, -1.54, -0.32], [0.72, 1.42, -0.51], [1.25, -0.39, -0.18], [-1.02, 0.15, 1.32], [0.44, -1.06, 0.19], [0.24, 0.42, 0.10], [1.51, 1.89, 0.77], [0.97, 0.50, 0.67], [-0.52, 0.85, 0.51], [0.87, -2.13, 0.04], [0.78, -0.84, -0.73], [-1.62, 1.35, -0.90], [-0.75, 0.45, -0.44], [0.23, -0.22, -0.46], [0.30, 1.41, -0.66], [-0.12, 0.59, 0.84], [-0.43, -0.86, 0.88], [0.61, -0.46, -0.22], [-1.12, -0.04, 0.81], [1.16, 0.86, 0.77]],
  "mulliken_charge": [-1.56, 1.01, -0.36, -0.62, -0.17, -0.36, -0.56, 0.34, 0.40, 0.39, 0.28, 0.33, 0.23, 0.30, 0.35, -0.61, -0.23, -0.99, 0.34, 0.28, -0.12, 0.24, 0.31, 0.03, 0.39, 0.37],
  "homo_lumo_gap_ev": 10.111,
  "smiles": "Cc1ccccc1.CCC",
  "e_lumo_ha": 0.0382
}

***

2.
{
  "formula": "C33H85BN7O18",
  "method": "the ωB97M-V functional and the def2-TZVPD basis",
  "species": ["O", "C", "O", "B", "O", "C", "O", "O", "C", "O", "C", "O", "O", "C", "C", "C", "O", "C", "N", "H", "H", "H", "H", "H", "H", "H", "H", "H", "H", "H", "C", "C", "C", "O", "C", "N", "H", "H", "H", "H", "H", "H", "H", "H", "H", "H", "H", "C", "C", "C", "O", "C", "N", "H", "H", "H", "H", "H", "H", "H", "H", "H", "H", "H", "C", "C", "C", "O", "C", "N", "H", "H", "H", "H", "H", "H", "H", "H", "H", "H", "H", "C", "C", "C", "O", "C", "N", "H", "H", "H", "H", "H", "H", "H", "H", "H", "H", "H", "C", "C", "C", "O", "C", "N", "H", "H", "H", "H", "H", "H", "H", "H", "H", "H", "H", "C", "C", "C", "O", "C", "N", "H", "H", "H", "H", "H", "H", "H", "H", "H", "H", "H", "O", "H", "H", "O", "H", "H", "C", "O", "H", "H", "H", "H"],
  "coordinates": [[0.5781, -2.2588, -1.6772], [0.1267, -1.2599, -1.2128], [0.7948, -0.2906, -0.6009], [-0.1083, 0.7876, -0.2144], [-1.4458, 0.3657, -0.6634], [-1.3765, -0.8429, -1.1974], [-2.2860, -1.4997, -1.6109], [0.3225, 2.0854, -0.7626], [0.3682, 2.9833, 0.2055], [0.6818, 4.1320, 0.1193], [0.0266, 2.2672, 1.5322], [-0.1244, 0.9930, 1.2698], [-0.1130, 2.8284, 2.5865], [1.0178, 2.9407, 5.4741], [2.1093, 3.6931, 4.7288], [1.9888, 5.2209, 4.8497], [3.2102, 5.8645, 4.5186], [3.3395, 6.0778, 3.1378], [3.4251, 3.2127, 5.2404], [1.0691, 3.2258, 6.5314], [1.1573, 1.8641, 5.4037], [0.0225, 3.1858, 5.1074], [2.0726, 3.4366, 3.6673], [1.8120, 5.4612, 5.9011], [1.2047, 5.5818, 4.1785], [2.5095, 6.6968, 2.7568], [3.2706, 5.1554, 2.5431], [4.2716, 6.5849, 2.9070], [3.3842, 3.1769, 6.2597], [4.0642, 3.9978, 5.1002], [-6.0424, -8.2503, -3.0673], [-5.4090, -7.1107, -3.8461], [-4.9067, -5.9886, -2.9446], [-4.4102, -4.9331, -3.7415], [-3.1440, -4.4731, -3.3315], [-4.3667, -7.6244, -4.7448], [-6.1738, -9.0941, -3.7456], [-7.0386, -7.9593, -2.7281], [-5.4504, -8.5671, -2.2079], [-6.1384, -6.6257, -4.5025], [-4.1901, -6.3556, -2.1997], [-5.7612, -5.6366, -2.3432], [-2.3252, -5.1751, -3.5438], [-3.0541, -4.1314, -2.2976], [-2.8982, -3.6014, -3.9452], [-3.8400, -6.8337, -5.1062], [-3.6856, -8.1833, -4.2378], [3.1352, -0.5480, 1.7668], [3.8569, 0.4793, 2.6227], [3.9111, 1.8660, 2.0265], [4.5692, 1.8953, 0.7899], [4.3446, 3.0794, 0.0822], [3.2411, 0.4810, 3.9523], [2.0958, -0.2091, 1.6801], [3.1016, -1.5155, 2.2705], [3.5181, -0.7192, 0.7645], [4.8809, 0.0940, 2.7486], [4.3390, 2.5799, 2.7432], [2.8646, 2.2121, 1.8911], [4.4107, 3.9617, 0.7392], [3.3594, 3.1355, -0.3893], [5.1294, 3.1961, -0.6645], [2.2260, 0.4836, 3.8364], [3.4033, 1.3999, 4.3968], [-4.7195, 0.9021, 1.2672], [-5.3092, 1.2449, -0.1158], [-5.8446, 2.6662, -0.1808], [-6.7429, 3.0187, 0.8441], [-8.0206, 2.4616, 0.6969], [-4.3385, 1.0850, -1.2159], [-5.5139, 0.6000, 1.9508], [-4.2040, 1.7694, 1.6856], [-3.9886, 0.1027, 1.1504], [-6.0949, 0.5277, -0.3804], [-6.2914, 2.7887, -1.1765], [-4.9942, 3.3475, -0.0817], [-8.7593, 3.1352, 1.1318], [-8.0943, 1.4704, 1.1579], [-8.2942, 2.3515, -0.3630], [-3.4605, 1.5269, -0.9969], [-4.2565, 0.1004, -1.4152], [-2.1776, 2.0753, -4.0228], [-1.6900, 0.8783, -4.8219], [-0.2442, 0.4652, -4.5478], [0.0606, -0.5593, -5.4753], [1.3362, -1.1197, -5.2561], [-2.6076, -0.2401, -4.6378], [-2.0807, 1.9203, -2.9456], [-3.2191, 2.2271, -4.2962], [-1.5886, 2.9669, -4.2512], [-1.6644, 1.1758, -5.8788], [-0.1717, 0.1300, -3.5047], [0.4295, 1.3039, -4.7646], [1.3613, -2.0864, -5.7604], [1.5114, -1.3085, -4.1910], [2.1304, -0.4801, -5.6562], [-2.1682, -1.0875, -4.9863], [-2.6694, -0.3746, -3.6293], [5.6836, -1.8883, -1.2571], [5.6101, -0.5567, -2.0018], [4.1835, -0.1305, -2.2724], [4.1534, 0.9560, -3.1841], [2.9874, 1.7290, -3.0768], [6.3543, 0.5185, -1.2833], [5.2782, -1.8066, -0.2491], [6.7205, -2.2163, -1.2786], [5.0498, -2.6251, -1.7637], [6.0832, -0.6333, -2.9872], [3.6167, 0.0754, -1.3587], [3.7013, -0.9828, -2.7804], [3.1398, 2.6106, -3.7076], [2.7647, 2.1049, -2.0780], [2.1165, 1.2019, -3.4746], [7.0959, 0.0852, -0.7413], [5.7182, 0.8941, -0.5767], [2.4859, -7.3924, 3.5842], [2.3851, -5.9015, 3.8824], [1.7675, -5.0540, 2.7868], [2.3778, -5.2913, 1.5523], [1.6123, -4.8393, 0.4792], [1.7603, -5.6813, 5.1768], [2.8487, -7.9180, 4.4645], [3.1706, -7.5483, 2.7523], [1.5135, -7.8155, 3.3061], [3.4355, -5.5980, 3.9910], [1.9109, -3.9954, 3.0616], [0.6754, -5.2038, 2.7794], [1.6299, -3.7474, 0.3536], [0.5601, -5.1399, 0.5720], [1.9528, -5.2225, -0.4842], [1.7436, -4.7150, 5.4719], [0.8126, -6.0391, 5.1975], [-2.8723, 3.2138, 3.5358], [-1.9760, 2.9102, 3.3367], [-3.0321, 3.9320, 2.9185], [-0.7323, 6.2608, 2.5395], [-1.5662, 5.9169, 2.2053], [-0.0847, 5.5904, 2.2864], [-1.6940, 6.0942, -1.1505], [-2.7914, 6.6728, -0.4739], [-1.5318, 6.5887, -2.1193], [-0.7700, 6.0699, -0.5762], [-1.9243, 5.0727, -1.4625], [-2.4713, 7.4630, -0.0309]],
  "forces_ev_per_a": [[0.13, -0.25, -0.13], [-0.40, 0.33, 0.32], [0.18, -0.01, -0.14], [0.17, -0.15, 0.32], [0.11, 0.10, -0.05], [0.36, -0.15, -0.09], [-0.14, 0.01, 0.00], [-0.28, 0.08, -0.04], [0.33, -0.36, 0.21], [0.00, 0.40, -0.13], [-0.29, 0.03, -0.43], [-0.10, 0.03, -0.01], [0.09, -0.07, 0.12], [-0.11, 0.52, 0.08], [0.52, -0.42, 0.12], [0.25, -0.55, 0.15], [0.20, 0.13, -0.02], [-0.72, 0.05, -0.83], [-0.13, 1.02, 0.28], [-0.06, -0.09, 0.01], [0.04, -0.02, -0.06], [0.02, 0.01, -0.03], [-0.03, -0.08, 0.03], [-0.27, 0.20, -0.11], [-0.26, 0.11, 0.39], [0.16, 0.09, 0.18], [0.26, -0.09, 0.22], [0.14, -0.05, 0.24], [-0.22, -0.26, -0.07], [0.16, -0.27, -0.29], [-0.43, 0.17, -0.36], [0.60, 0.20, -0.23], [-0.79, -0.18, 0.44], [0.25, -0.28, 0.49], [0.93, 0.82, -0.65], [0.23, 0.04, 0.05], [0.04, -0.07, 0.09], [0.09, -0.03, 0.19], [0.09, 0.04, -0.02], [-0.19, -0.23, 0.04], [0.34, -0.01, -0.31], [0.07, 0.16, -0.12], [-0.29, -0.34, 0.18], [-0.40, -0.22, 0.11], [-0.25, 0.01, 0.06], [-0.13, 0.00, -0.10], [-0.14, -0.03, 0.13], [-0.79, 0.19, 0.08], [0.82, -1.09, 0.15], [-1.13, 0.28, 0.07], [0.24, -0.36, -0.02], [0.22, 1.04, 0.06], [-0.43, 0.85, 0.04], [0.03, -0.18, -0.21], [0.14, 0.05, 0.13], [0.20, 0.29, -0.01], [0.04, 0.36, 0.00], [0.30, -0.07, -0.08], [0.08, -0.12, -0.05], [0.06, -0.16, 0.06], [-0.04, -0.24, 0.02], [-0.12, -0.22, -0.15], [0.09, -0.26, -0.12], [0.31, -0.56, 0.03], [-0.30, 0.22, -0.49], [0.64, -0.50, -0.17], [0.26, -0.22, -0.25], [-0.13, 0.22, 0.08], [-0.24, -0.18, -0.39], [-1.23, 0.58, 0.15], [0.14, 0.02, 0.17], [-0.02, -0.05, 0.10], [-0.10, -0.14, 0.12], [-0.19, 0.15, 0.28], [-0.04, 0.24, 0.10], [-0.06, 0.06, -0.08], [0.11, -0.04, 0.24], [-0.03, 0.04, 0.08], [0.12, 0.00, 0.04], [0.26, -0.38, 0.05], [0.67, 0.02, -0.04], [0.47, -0.07, -0.06], [0.46, 0.07, -0.51], [-0.51, 0.51, -0.59], [-0.04, -0.30, 0.42], [-0.01, -0.27, 0.02], [0.10, 0.03, 0.33], [-0.20, -0.15, 0.00], [-0.06, 0.19, 0.25], [-0.09, 0.00, -0.12], [-0.34, -0.15, -0.01], [0.37, -0.07, -0.04], [0.01, 0.11, 0.45], [0.03, 0.08, -0.10], [0.03, 0.09, 0.00], [0.03, 0.04, 0.09], [-0.03, 0.07, -0.13], [-0.33, -0.16, -0.10], [-0.62, 0.10, -0.75], [0.56, 0.89, 0.31], [-0.18, -0.64, -0.75], [0.26, 0.20, 0.72], [-0.13, 0.50, -0.78], [-0.62, -0.33, 0.12], [0.31, 0.11, 0.16], [-0.02, -0.24, 0.34], [0.26, -0.12, -0.04], [-0.02, -0.29, 0.03], [0.10, 0.19, 0.07], [-0.17, 0.00, 0.30], [0.00, -0.09, 0.00], [0.10, -0.33, 0.19], [-0.05, -0.11, 0.23], [0.09, 0.04, -0.11], [0.22, -0.01, -0.08], [-0.52, 0.13, -0.30], [1.03, -0.10, 0.31], [-0.06, 0.58, 0.49], [0.14, -0.66, -0.15], [-0.72, 0.70, -0.90], [-0.20, -0.30, 0.24], [0.06, 0.02, 0.04], [-0.05, -0.08, -0.02], [0.03, 0.00, 0.02], [-0.15, 0.27, -0.01], [-0.08, -0.03, 0.03], [0.07, -0.27, -0.30], [0.02, -0.02, 0.32], [0.05, -0.01, 0.11], [0.39, -0.31, 0.30], [0.03, 0.09, -0.18], [-0.02, 0.07, -0.04], [-0.02, -0.09, 0.06], [0.03, 0.07, 0.01], [-0.03, 0.02, -0.01], [0.12, 0.03, -0.03], [-0.02, 0.00, -0.04], [-0.08, -0.10, -0.12], [0.19, -0.23, -1.14], [-0.05, -0.13, 0.35], [0.22, 0.27, 0.24], [-0.03, 0.10, 0.11], [-0.26, -0.06, 0.50], [-0.04, 0.02, 0.01]],
  "mulliken_charge": [-0.74, -0.07, -0.25, 1.01, 0.77, 0.25, -0.57, -0.63, 1.14, -0.73, 0.06, -0.61, -0.18, -1.60, 2.33, -0.62, -0.46, -0.39, -0.67, 0.53, 0.34, 0.21, -1.42, 0.33, 0.17, 0.33, 0.01, 0.32, 0.25, 0.30, -1.49, 0.58, -0.82, -0.34, -0.58, -0.72, 0.40, 0.37, 0.34, 0.24, 0.42, 0.31, 0.32, 0.32, 0.14, 0.26, 0.26, -0.26, 0.51, -0.04, -0.48, -0.45, -0.78, -0.24, 0.48, -0.50, 0.23, 0.61, -0.39, 0.19, -0.14, 0.37, 0.28, 0.30, -1.21, 0.33, -0.79, -0.39, -0.73, -0.28, 0.39, 0.27, 0.30, 0.40, 0.42, 0.26, 0.27, 0.25, 0.34, -0.06, 0.14, -1.21, 0.26, 0.22, -0.47, -0.53, -0.71, -0.12, 0.38, 0.48, 0.36, -0.48, 0.45, 0.34, 0.04, 0.25, 0.41, 0.05, -1.43, 0.22, 0.30, -0.51, 0.67, -0.69, 0.30, 0.42, 0.40, 0.34, -0.23, 0.23, 0.48, -0.48, -0.31, 0.28, 0.42, -1.46, 0.59, -0.49, -0.35, -0.56, -0.72, 0.39, 0.32, 0.33, 0.24, 0.13, 0.31, 0.05, 0.38, 0.31, 0.26, 0.25, -0.70, 0.33, 0.27, -0.68, 0.31, 0.30, -0.21, -0.53, 0.33, 0.19, -0.04, 0.30],
  "homo_lumo_gap_ev": 9.110,
  "charge": -1,
  "e_lumo_ha": 0.0823
}

***

3.
{
  "formula": "C5H6Cl2N3O2S",
  "method": "the ωB97M-V functional and the def2-TZVPD basis",
  "species": ["C", "S", "C", "C", "N", "C", "N", "C", "Cl", "Cl", "O", "N", "O", "H", "H", "H", "H", "H", "H"],
  "coordinates": [[2.7996, -1.4970, 0.5001], [1.4366, -1.2607, -0.7238], [0.3617, 0.0907, -0.0010], [0.3020, 1.3213, -0.6702], [-0.5761, 2.2494, -0.3675], [-1.6024, 1.8966, 0.5919], [-2.5646, 1.1711, -0.1819], [-3.0423, 0.0731, 0.0162], [-2.7705, -1.1833, 1.2352], [-4.2802, -0.3400, -1.1821], [-1.0581, 1.1719, 1.6767], [-0.1948, 0.1241, 1.2283], [0.1248, -0.6589, 2.0878], [2.5009, -1.3083, 1.5668], [3.5980, -0.7767, 0.0704], [3.2846, -2.4227, 0.3228], [0.9730, 1.4228, -1.5358], [-0.2610, 3.2140, -0.4144], [-2.0395, 2.8484, 0.9756]],
  "forces_ev_per_a": [[0.89, 3.04, -0.66], [-1.48, 0.80, 1.49], [1.05, 0.19, -1.68], [0.23, -1.24, -0.89], [1.05, 0.66, 0.73], [-0.99, 0.15, -0.91], [1.44, 2.65, 0.88], [-2.36, -2.73, -0.69], [-0.39, 0.84, -0.83], [0.52, -0.50, 0.85], [1.42, -0.56, -0.43], [0.97, -1.52, 2.30], [-0.90, 1.08, -0.66], [0.39, -0.30, -1.26], [-1.22, -0.73, 1.47], [-0.29, -1.34, 0.05], [-0.12, 0.47, 0.61], [-0.42, 0.04, -0.50], [0.20, -0.99, 0.12]],
  "mulliken_charge": [-0.73, 0.02, -0.14, -0.17, -0.15, 0.01, -0.40, 0.53, -0.07, -0.09, -0.28, 0.72, -0.48, 0.26, 0.28, 0.36, 0.48, 0.34, 0.51],
  "homo_lumo_gap_ev": [7.208, 7.206],
  "charge": 1,
  "smiles": "CSC1=CN[C@@H](N=C(Cl)Cl)O[N+]1=O",
  "e_lumo_ha": [-0.2221, -0.2221]
}

***

One value per record, in order, for energy: -10627.59869; -83567.09117; -49715.37152 eV.
One value per record, in order, for ΔE to the lowest compared entry with this formula, charge and spin: 2.145; 0.000; 1.156 eV.